C33H27N6O4RuS2 as an isolated structure at a distorted geometry, computed with ωB97M-V with the def2-TZVPD basis set.

XYZ file:
```
73
Properties=species:S:1:pos:R:3:forces:R:3
Ru 0.204 0.847 0.019 0.3 0.5 -1.6
O 1.778 2.299 0.338 -1.7 -1.0 0.8
C 2.838 2.297 -0.405 0.8 -0.1 -0.9
C 4.115 2.464 0.188 -0.5 0.0 0.1
C 5.260 2.460 -0.569 0.0 0.0 -0.3
C 5.199 2.300 -1.960 0.3 0.0 0.2
C 3.974 2.172 -2.565 -0.3 0.0 -0.1
C 2.781 2.174 -1.824 0.6 -0.2 0.7
C 1.540 2.026 -2.510 -0.5 0.2 -0.2
N 0.389 1.927 -1.939 0.7 -1.5 1.8
N -0.705 1.844 -2.712 -1.2 0.2 -0.6
C -1.770 1.431 -2.081 0.7 0.3 -0.9
O -1.839 1.229 -0.814 1.1 -0.5 1.5
C -2.973 1.116 -2.892 -0.1 -0.1 0.1
C -4.240 1.238 -2.325 0.1 0.0 0.0
C -5.357 0.810 -3.023 0.0 0.0 0.0
C -5.212 0.245 -4.284 0.0 0.0 0.0
C -3.952 0.134 -4.855 0.0 0.0 0.0
C -2.833 0.575 -4.166 0.1 0.1 0.0
H 4.154 2.595 1.262 0.0 0.0 0.0
H 6.222 2.576 -0.085 0.0 0.0 0.0
H 6.110 2.270 -2.542 0.0 0.0 0.0
H 3.910 2.063 -3.642 0.0 0.0 0.0
H 1.559 1.988 -3.597 -0.1 0.2 0.0
H -4.335 1.680 -1.341 0.0 -0.1 0.0
H -6.340 0.912 -2.582 0.0 0.0 0.0
H -6.085 -0.105 -4.820 0.0 0.0 0.0
H -3.838 -0.306 -5.838 0.0 0.0 0.0
H -1.841 0.485 -4.587 0.0 -0.1 0.0
C 4.048 -1.263 0.581 -0.1 -0.1 -0.3
C 2.537 -1.225 0.575 0.2 -0.2 0.0
O 2.009 -0.468 -0.244 -0.2 1.1 0.4
C 1.790 -2.059 1.502 -0.4 0.1 0.3
C 2.463 -3.008 2.292 0.1 0.1 0.0
C 1.810 -3.792 3.210 0.1 -0.1 0.1
C 0.433 -3.631 3.385 0.0 0.1 -0.1
C -0.259 -2.718 2.629 -0.1 -0.1 -0.1
C 0.378 -1.925 1.645 0.3 0.0 -0.2
O -0.372 -1.142 0.917 -0.2 1.2 -0.4
H 4.404 -0.443 -0.038 0.0 0.0 0.0
H 4.400 -2.206 0.157 0.0 0.0 0.1
H 4.437 -1.158 1.592 0.0 0.0 0.0
H 3.528 -3.140 2.156 0.0 0.0 0.0
H 2.353 -4.524 3.793 0.0 0.0 0.0
H -0.096 -4.237 4.111 0.0 0.0 0.0
H -1.328 -2.586 2.747 0.0 0.0 0.0
N -2.791 0.450 1.600 0.2 0.0 0.2
C -1.838 0.833 2.458 -0.5 0.0 0.3
N -0.732 1.436 2.127 0.5 -0.1 -0.9
C -0.016 1.851 3.248 0.0 0.0 0.4
C 1.138 2.626 3.250 0.0 0.0 -0.1
C 1.699 2.990 4.462 0.0 0.0 0.0
C 1.134 2.591 5.670 0.0 0.0 0.1
C -0.023 1.829 5.688 0.0 0.0 0.0
C -0.589 1.477 4.474 0.0 0.0 -0.2
S -2.079 0.614 4.190 0.1 0.1 -0.2
H -2.637 0.608 0.606 -0.1 0.0 -0.1
H -3.600 -0.040 1.927 0.0 0.0 0.0
H 1.565 2.930 2.306 0.0 0.0 0.0
H 2.585 3.611 4.472 0.0 0.0 0.0
H 1.593 2.888 6.604 0.0 0.0 0.0
H -0.481 1.529 6.620 0.0 0.0 0.0
S 0.104 -1.152 -2.596 -0.2 -0.3 0.1
C -1.242 -2.134 -2.531 0.5 0.4 -0.1
N -1.851 -2.387 -1.320 0.4 0.2 0.5
C -2.923 -3.180 -1.210 -0.3 -0.2 0.1
C -3.455 -3.776 -2.313 0.0 0.1 0.1
C -2.815 -3.483 -3.535 0.2 0.2 0.0
N -1.772 -2.703 -3.646 -0.2 -0.3 -0.2
H -1.396 -1.978 -0.475 -0.2 -0.1 -0.5
H -3.327 -3.312 -0.214 0.1 0.0 0.0
H -4.312 -4.428 -2.260 0.0 0.0 0.1
H -3.187 -3.909 -4.462 0.0 0.0 0.0
```
Forces are in eV/Å.

E_LUMO (alpha / beta) in eV: -1.06 / -0.57
2S+1: 2
Maximum force in Eh/bohr: 0.0483
Orbital gap (alpha / beta) in eV: 6.33 / 6.89
E_tot in eV: -76041.63669